1.
A gas-phase ion, C5H10N2 (charge +1), computed with ωB97M-V/def2-TZVPD.

Last column: Löwdin spin population.
Positions of all 17 atoms, in Å:
C 1.36 -0.69 0.84  0.049
C 0.82 0.77 0.75  0.045
C -0.35 0.63 -0.11  0.197
C -1.56 0.34 0.38  0.491
C -0.84 1.07 -2.44  0.066
N -0.04 0.77 -1.47  0.075
N 0.55 -1.84 1.27  0.010
H 2.01 -0.55 1.73  0.005
H 1.92 -0.92 0.04  0.003
H 0.66 1.05 1.72  0.003
H 1.66 1.20 0.15  -0.001
H -1.70 -0.09 1.26  0.029
H -2.52 0.62 -0.09  0.020
H -1.94 1.34 -2.44  0.004
H -0.49 1.02 -3.39  0.003
H 0.91 -2.72 0.79  0.000
H -0.45 -1.99 1.01  0.002

The spin multiplicity is 2. The HOMO-LUMO gap (spin up / spin down) is 0.2923 / 0.1927 Ha. Its energy relative to the best compared isomer or geometry (same formula, charge and spin) is 210.5 kJ/mol. As for the charge: +1. The maximum force comes out at 0.085 Eh/bohr.

=====

2.
A molecular structure, C44H49CoN4OP2, computed with ωB97M-V/def2-TZVPD.

Last column: Löwdin spin population.
Positions of all 101 atoms, in Å:
Co -0.69 0.66 -0.21  1.141
N -1.18 2.11 -1.90  0.009
C -2.57 2.57 -1.91  0.001
C -3.47 1.51 -1.30  0.002
N -2.94 0.99 -0.04  0.023
C -3.23 1.80 1.15  0.001
C -2.22 2.93 1.33  0.000
N -0.84 2.47 1.07  -0.003
H -0.54 2.89 -2.02  0.000
H -1.02 1.49 -2.69  0.000
H -2.93 2.81 -2.91  0.000
H -2.63 3.49 -1.33  0.000
H -3.54 0.67 -1.99  0.000
H -4.48 1.92 -1.17  0.001
H -3.32 0.06 0.09  0.000
H -3.15 1.14 2.01  0.000
H -4.25 2.20 1.14  0.001
H -2.32 3.33 2.34  0.000
H -2.45 3.76 0.66  0.000
H -0.32 2.36 1.94  0.000
H -0.33 3.18 0.55  0.000
C -1.15 0.14 4.51  0.000
C -2.42 -0.43 3.97  0.000
C -3.56 -0.32 4.75  0.000
C -4.79 -0.79 4.32  0.000
C -4.89 -1.39 3.08  0.000
C -3.76 -1.52 2.29  0.000
C -2.51 -1.07 2.71  -0.003
P -1.11 -1.19 1.51  -0.012
C 0.30 -2.11 2.26  -0.001
C 1.47 -1.93 1.52  -0.001
C 2.65 -2.56 1.85  0.000
C 2.68 -3.40 2.96  -0.001
C 1.52 -3.59 3.70  0.000
C 0.31 -2.97 3.37  -0.001
C -0.87 -3.27 4.25  0.000
C -1.79 -2.44 0.37  -0.007
C -2.32 -3.66 0.78  0.001
C -2.98 -4.47 -0.11  -0.008
C -3.14 -4.05 -1.43  0.001
C -2.56 -2.87 -1.86  -0.009
C -1.83 -2.07 -0.98  -0.010
C -0.99 -0.95 -1.45  -0.119
H -1.20 0.22 5.60  0.000
H -1.02 1.16 4.14  0.000
H -0.28 -0.46 4.26  0.000
H -3.48 0.16 5.72  0.000
H -5.66 -0.69 4.96  0.000
H -5.84 -1.76 2.72  0.000
H -3.86 -2.00 1.32  0.000
H 1.45 -1.26 0.67  0.000
H 3.54 -2.40 1.27  0.000
H 3.59 -3.90 3.25  0.000
H 1.54 -4.25 4.55  0.000
H -0.79 -4.27 4.66  0.000
H -1.83 -3.19 3.74  0.000
H -0.91 -2.58 5.10  0.000
H -2.23 -3.96 1.82  0.000
H -3.40 -5.42 0.21  0.000
H -3.70 -4.66 -2.13  0.000
H -2.64 -2.58 -2.90  0.000
H -1.22 -0.66 -2.48  -0.007
H 0.05 -1.27 -1.41  -0.005
O 2.27 1.81 2.84  0.000
N 2.45 1.47 1.51  -0.001
C 3.68 1.51 1.24  0.000
C 4.28 1.23 -0.07  0.000
C 5.68 1.29 -0.05  0.000
C 6.44 1.11 -1.19  0.000
C 5.79 0.88 -2.39  0.000
C 4.41 0.82 -2.42  0.000
C 3.62 0.96 -1.28  0.000
P 1.77 0.93 -1.61  0.005
C 1.73 -0.35 -2.91  0.000
C 0.85 -0.26 -3.98  0.000
C 0.69 -1.33 -4.86  0.000
C 1.40 -2.50 -4.66  0.001
C 2.27 -2.61 -3.58  0.000
C 2.43 -1.54 -2.71  0.000
C 1.81 2.56 -2.48  0.001
C 1.96 2.77 -3.85  0.001
C 2.03 4.06 -4.35  0.000
C 1.97 5.15 -3.50  0.000
C 1.83 4.95 -2.14  0.000
C 1.75 3.67 -1.63  0.000
H 1.42 1.43 3.04  0.000
H 4.38 1.76 2.04  0.000
H 6.18 1.50 0.89  0.000
H 7.52 1.16 -1.14  0.000
H 6.36 0.76 -3.30  0.000
H 3.93 0.64 -3.37  0.000
H 0.27 0.64 -4.15  0.000
H 0.01 -1.24 -5.70  0.000
H 1.28 -3.33 -5.34  0.000
H 2.82 -3.52 -3.41  0.000
H 3.10 -1.64 -1.87  0.000
H 2.04 1.93 -4.53  0.000
H 2.15 4.21 -5.42  0.000
H 2.03 6.16 -3.90  0.000
H 1.80 5.80 -1.46  0.000
H 1.67 3.50 -0.56  0.000

The spin multiplicity is 2. The HOMO-LUMO gap (spin up / spin down) is 0.2938 / 0.2989 Ha. Its energy relative to the best compared isomer or geometry (same formula, charge and spin) is 109.0 kJ/mol. As for the charge: +1. The maximum force comes out at 0.032 Eh/bohr.

=====

3.
A molecular structure, C18H33GdINO2P2, computed with ωB97M-V/def2-TZVPD.

Last column: Löwdin spin population.
Positions of all 58 atoms, in Å:
C -0.10 -6.25 -4.78  0.000
C 0.61 -5.26 -3.90  0.000
H 0.62 -6.97 -5.20  0.000
H -0.62 -5.71 -5.58  0.000
H -0.85 -6.78 -4.18  0.000
O 1.80 -5.21 -3.66  0.000
I -0.78 -3.78 -3.01  -0.001
Gd -0.18 -0.06 -0.06  5.282
P -0.45 -1.52 1.86  0.203
C 0.75 -1.45 3.17  0.042
C -2.05 -1.15 2.58  0.029
H -2.25 -1.91 3.34  0.007
H -0.81 -3.83 2.12  0.008
H -2.83 -1.19 1.80  0.001
H -1.26 -3.30 0.46  0.002
H 0.81 -0.45 3.60  0.002
H -2.06 -0.15 3.02  0.001
C -0.52 -3.20 1.27  0.032
H 0.44 -2.17 3.93  0.009
H 0.45 -3.52 0.89  0.000
H 1.75 -1.72 2.80  0.001
P 0.20 1.41 -1.99  0.038
C 1.62 2.48 -1.99  0.004
C 0.27 0.40 -3.45  0.017
H -2.16 1.83 -2.15  0.001
H -1.16 3.00 -3.08  0.002
H -1.32 3.15 -1.31  0.000
C -1.25 2.45 -2.14  0.014
H -0.59 -0.28 -3.50  0.001
H 0.27 1.07 -4.32  0.003
H 1.60 3.05 -2.92  -0.001
H 2.55 1.89 -1.94  0.000
H 1.19 -0.21 -3.46  0.000
H 1.61 3.16 -1.13  0.000
C 1.61 0.67 0.78  0.261
O 2.60 1.12 1.30  0.226
C 1.55 2.17 4.79  0.001
N 0.24 1.92 5.39  0.002
C -0.09 2.90 6.42  0.000
C -0.85 1.59 4.42  0.014
C -0.84 2.44 3.15  0.083
C -1.13 3.77 3.50  0.030
C -1.02 4.83 2.61  0.011
C -0.58 4.55 1.34  0.032
C -0.36 3.20 1.02  0.096
C -0.55 2.10 1.82  0.518
H 2.32 2.21 5.58  0.000
H 1.56 3.14 4.25  0.001
H 1.84 1.38 4.09  0.000
H 0.04 3.94 6.05  0.000
H -1.11 2.77 6.80  0.000
H 0.60 2.79 7.27  0.000
H -0.72 0.51 4.24  0.001
H -1.84 1.64 4.92  0.000
H -1.44 4.06 4.52  0.004
H -1.23 5.85 2.92  0.003
H -0.42 5.35 0.62  0.003
H 0.05 3.07 -0.02  0.015

The spin multiplicity is 8. The HOMO-LUMO gap (spin up / spin down) is 0.2193 / 0.1530 Ha. As for the charge: +2. The maximum force comes out at 0.183 Eh/bohr.

=====

4.
A single C4H6N2 molecule, computed with ωB97M-V/def2-TZVPD.

Last column: Mulliken charge in e.
Positions of all 12 atoms, in Å:
H -2.79 -0.09 0.14  0.236
N -2.27 -0.01 1.00  -0.666
C -1.04 0.17 0.88  -0.025
C -0.36 0.00 -0.43  -0.573
C 1.14 -0.61 -0.41  -0.421
C 1.93 0.51 -0.02  0.243
N 2.26 1.54 0.29  -0.402
H -0.54 0.29 1.80  0.461
H -0.87 -0.62 -1.15  0.321
H -0.17 1.11 -0.94  0.280
H 1.40 -0.85 -1.48  0.264
H 1.31 -1.43 0.32  0.282

The HOMO-LUMO gap is 0.3972 Ha. Its energy relative to the best compared isomer or geometry (same formula, charge and spin) is 179.3 kJ/mol. The SMILES is [H]/N=C\CCC#N. The maximum force comes out at 0.083 Eh/bohr.

=====

5.
A single C2H5IN2 molecule, computed with ωB97M-V/def2-TZVPD.

Last column: Mulliken charge in e.
Positions of all 10 atoms, in Å:
C -0.72 -1.53 -0.50  -0.348
N 0.17 -1.07 0.26  0.201
N 0.34 0.01 0.82  -0.549
C -0.01 1.22 0.09  -0.632
I 2.76 0.24 1.46  -0.083
H -0.73 -2.41 -0.94  0.308
H -1.61 -1.06 -0.64  0.237
H 0.15 2.17 0.66  0.280
H 0.56 1.46 -0.92  0.262
H -0.92 0.98 -0.29  0.325

The HOMO-LUMO gap (spin up / spin down) is 0.2790 / 0.2683 Ha. Its energy relative to the best compared isomer or geometry (same formula, charge and spin) is 253.6 kJ/mol. The SMILES is C=NN(C)I. The maximum force comes out at 0.089 Eh/bohr.

=====

6.
2 unconnected molecules or ions with the total composition C36H32O4P, computed with ωB97M-V/def2-TZVPD.

Last column: Mulliken charge in e.
Positions of all 73 atoms, in Å:
C -4.35 -4.30 0.04  -0.803
O -3.06 -4.48 -0.58  -0.433
C -2.15 -3.48 -0.47  0.696
C -0.94 -3.64 -1.18  -0.842
C -0.02 -2.61 -1.22  -0.077
C -0.26 -1.40 -0.55  -0.256
P 0.84 0.07 -0.67  1.094
C 2.20 -0.66 -1.70  -0.510
C 2.27 -0.59 -3.10  0.139
C 3.25 -1.25 -3.81  -0.869
C 4.22 -2.01 -3.12  0.792
O 5.09 -2.73 -3.89  -0.422
C 6.04 -3.59 -3.23  -0.825
C 4.22 -2.04 -1.71  -0.769
C 3.21 -1.37 -1.02  -0.261
C -0.04 1.00 -2.01  -0.375
C 0.48 2.26 -2.39  -0.281
C -0.04 2.96 -3.47  -0.654
C -1.10 2.39 -4.21  0.729
O -1.61 2.94 -5.35  -0.433
C -1.00 4.15 -5.86  -0.817
C -1.67 1.16 -3.80  -0.849
C -1.14 0.49 -2.72  0.254
C -1.43 -1.27 0.22  -0.362
C -2.37 -2.29 0.28  -0.691
H -4.87 -5.24 -0.17  0.250
H -4.25 -4.16 1.13  0.311
H -4.90 -3.45 -0.39  0.342
H -0.78 -4.58 -1.72  0.457
H 0.89 -2.76 -1.80  0.259
H 1.53 -0.02 -3.67  0.266
H 3.29 -1.22 -4.90  0.448
H 6.62 -4.02 -4.05  0.247
H 6.70 -3.01 -2.57  0.323
H 5.54 -4.38 -2.66  0.347
H 4.99 -2.60 -1.17  0.354
H 3.20 -1.42 0.07  0.317
H 1.31 2.69 -1.83  0.257
H 0.38 3.92 -3.76  0.361
H -1.60 4.39 -6.74  0.249
H -1.06 4.96 -5.12  0.318
H 0.04 3.98 -6.15  0.347
H -2.51 0.76 -4.38  0.455
H -1.58 -0.47 -2.45  0.278
H -1.62 -0.35 0.78  0.497
H -3.29 -2.17 0.86  0.357
C -2.84 -1.19 7.04  -0.392
C -1.80 -1.86 6.37  -0.777
C -1.04 -1.20 5.40  -0.431
C -1.31 0.15 5.07  0.588
C -0.61 0.83 4.00  1.047
O -1.01 2.12 3.85  -0.428
C -0.38 2.94 2.92  0.468
C 0.62 2.43 2.06  0.567
C 1.33 3.38 1.28  -0.469
C 1.00 4.72 1.34  -0.857
C -0.05 5.17 2.16  -0.385
C -0.74 4.28 2.97  -0.780
C 0.84 1.03 2.06  -1.047
C 0.32 0.27 3.12  -0.665
C -2.32 0.83 5.80  -0.433
C -3.08 0.16 6.75  -0.613
H -3.44 -1.70 7.78  0.401
H -1.59 -2.90 6.61  0.401
H -0.23 -1.71 4.89  0.323
H 2.15 3.02 0.66  0.498
H 1.55 5.44 0.74  0.421
H -0.31 6.23 2.18  0.406
H -1.53 4.60 3.65  0.469
H 1.60 0.59 1.41  1.382
H 0.59 -0.77 3.27  0.278
H -2.51 1.88 5.60  0.423
H -3.87 0.71 7.27  0.391

The HOMO-LUMO gap is 0.1902 Ha. As for the charge: +1. The maximum force comes out at 0.051 Eh/bohr.

=====

7.
A molecular structure, C27H45NO2OsP2, computed with ωB97M-V/def2-TZVPD.

Last column: Löwdin spin population.
Positions of all 78 atoms, in Å:
Os -0.59 2.20 -0.86  1.574
C -2.01 3.10 0.37  0.054
C -1.85 3.87 -0.83  0.111
C -2.50 1.73 -1.44  0.044
C -2.40 1.76 0.00  0.077
C -2.16 3.02 -1.93  0.099
C -1.95 3.64 1.78  0.007
H -0.93 3.96 2.03  0.000
H -2.27 2.85 2.47  0.000
H -2.63 4.50 1.86  0.001
C -2.94 0.71 0.92  0.017
H -2.30 0.59 1.79  0.002
H -3.02 -0.24 0.39  0.001
H -3.94 1.01 1.26  0.004
C -3.14 0.65 -2.26  0.004
H -3.96 1.08 -2.86  0.001
H -3.52 -0.15 -1.63  0.000
H -2.40 0.25 -2.95  0.001
C -2.24 3.44 -3.37  0.041
H -2.74 4.40 -3.51  0.005
H -2.77 2.68 -3.95  0.001
H -1.23 3.51 -3.75  0.015
C -1.45 5.30 -0.96  0.036
H -2.14 5.83 -1.62  0.007
H -0.46 5.35 -1.42  0.013
H -1.42 5.75 0.02  0.000
C 0.63 -1.68 2.55  0.007
C 1.13 -0.50 2.98  -0.006
C 0.83 0.86 2.41  0.006
C 1.13 1.25 0.91  0.090
C 0.80 0.50 -0.30  0.429
C 0.94 -0.91 -0.80  0.063
C 0.30 -2.02 0.06  0.017
C 1.02 -2.42 1.33  0.002
H 1.42 1.56 3.02  0.000
H 2.19 1.64 0.88  0.031
H -0.22 1.14 2.62  0.001
H 2.10 -2.35 1.13  0.000
H -0.08 -2.23 3.18  0.000
H 1.54 -0.43 3.99  0.000
H 0.74 -3.48 1.50  0.000
H -0.74 -1.73 0.29  0.002
H 0.35 -0.96 -1.74  0.011
H 0.18 -2.90 -0.58  0.003
H 0.58 2.24 0.82  0.025
H 1.12 1.17 -1.16  0.103
P 3.36 -0.16 1.11  0.009
C 3.97 -1.36 2.38  0.001
C 4.74 1.05 1.22  0.002
P 2.54 -0.65 -1.71  0.038
C 3.81 -1.03 -0.45  0.005
C 3.04 0.89 -2.53  0.017
C 2.63 -1.93 -2.99  0.012
H 3.42 -2.30 2.38  0.000
H 3.85 -0.89 3.36  0.000
H 5.03 -1.56 2.16  0.000
H 5.68 0.48 1.11  0.000
H 4.71 1.53 2.21  0.000
H 4.67 1.80 0.43  0.000
H 3.54 -2.51 -2.86  0.001
H 2.64 -1.44 -3.98  0.001
H 1.75 -2.59 -2.92  0.000
H 3.88 -2.12 -0.28  0.000
H 4.80 -0.66 -0.79  0.001
H 2.87 0.76 -3.61  0.001
H 4.11 1.06 -2.37  0.000
H 2.50 1.79 -2.20  0.021
O -0.71 -4.88 1.53  0.266
C -1.80 -4.50 1.08  0.013
C -2.99 -5.45 1.00  -0.003
C -4.10 -4.57 0.47  -0.002
C -3.43 -3.22 0.20  0.016
O -4.01 -2.27 -0.33  0.240
N -2.13 -3.25 0.62  0.469
H -2.75 -6.27 0.31  -0.003
H -3.21 -5.86 1.98  -0.003
H -4.54 -4.98 -0.45  -0.001
H -4.89 -4.45 1.22  -0.003

The spin multiplicity is 5. The HOMO-LUMO gap (spin up / spin down) is 0.2401 / 0.1404 Ha. Its energy relative to the best compared isomer or geometry (same formula, charge and spin) is 312.9 kJ/mol. As for the charge: +2. The maximum force comes out at 0.160 Eh/bohr.

=====

8.
A single C4H8O3 molecule, computed with ωB97M-V/def2-TZVPD.

Last column: Mulliken charge in e.
Positions of all 15 atoms, in Å:
C 2.30 -0.07 0.47  -0.701
O 1.09 0.20 -0.22  -0.304
C 0.00 -0.51 0.29  0.216
O 0.10 -1.88 0.23  -0.579
C -1.31 -0.14 -0.39  0.721
C -1.65 1.28 -0.69  -1.103
O -2.11 -1.05 -0.52  -0.617
H 2.20 0.09 1.56  0.306
H 3.06 0.61 0.08  0.234
H 2.62 -1.11 0.30  0.286
H -0.22 -0.15 1.32  0.216
H -0.84 -2.11 -0.07  0.407
H -0.87 1.97 -0.36  0.269
H -2.61 1.51 -0.22  0.349
H -1.77 1.36 -1.78  0.301

The HOMO-LUMO gap is 0.3996 Ha. Its energy relative to the best compared isomer or geometry (same formula, charge and spin) is 154.1 kJ/mol. The SMILES is CO[C@H](O)C(C)=O. The maximum force comes out at 0.021 Eh/bohr.

=====

9.
2 unconnected molecules or ions with the total composition C9H18N3S2, computed with ωB97M-V/def2-TZVPD.

Last column: Mulliken charge in e.
Positions of all 32 atoms, in Å:
C -1.86 1.99 -0.03  0.329
C 3.03 -0.29 -0.62  -0.428
C 4.16 0.50 0.07  -0.520
C -3.44 -2.11 -0.41  -0.785
C -2.27 -2.61 0.43  -0.691
C 1.96 0.71 -0.79  -0.211
C 3.51 1.83 0.47  -0.531
C -3.40 -0.60 -0.17  -0.682
C -1.21 -1.53 0.22  -0.503
N 2.24 1.83 -0.23  0.273
N -1.99 -0.33 -0.02  0.585
N -1.38 0.82 0.04  -0.843
S -3.55 2.53 -0.27  -0.194
S -0.64 3.29 0.13  -0.343
H 3.33 -0.72 -1.57  0.350
H 2.65 -1.12 -0.01  0.281
H 4.56 -0.03 0.93  0.319
H 4.98 0.67 -0.62  0.279
H -3.27 -2.32 -1.46  0.307
H -4.39 -2.55 -0.11  0.380
H -2.55 -2.67 1.48  0.291
H -1.91 -3.60 0.12  0.367
H 1.58 2.61 -0.18  0.086
H 1.02 0.55 -1.30  0.434
H 3.31 1.90 1.55  0.339
H 4.10 2.70 0.19  0.327
H -3.82 -0.03 -0.99  0.477
H -3.94 -0.34 0.75  0.374
H -0.55 -1.39 1.08  0.341
H -0.59 -1.76 -0.66  0.236
H -3.44 3.61 0.50  0.165
H -1.13 4.09 -0.82  0.190

The HOMO-LUMO gap is 0.2508 Ha. Its energy relative to the best compared isomer or geometry (same formula, charge and spin) is 58.3 kJ/mol. As for the charge: +1. The maximum force comes out at 0.022 Eh/bohr.

=====

10.
A single C4H8N2O molecule, computed with ωB97M-V/def2-TZVPD.

Last column: Mulliken charge in e.
Positions of all 15 atoms, in Å:
C -1.03 -0.47 -2.26  -0.266
N -0.14 -1.10 -1.53  -0.817
N 0.14 -0.80 -0.27  0.723
C -0.91 0.08 0.53  -0.670
C 0.21 0.47 1.43  -0.023
O 0.43 1.84 1.38  -0.503
C 1.25 -0.49 0.36  -0.618
H -1.79 0.43 -1.86  0.177
H -0.87 -0.25 -3.27  0.298
H -1.31 0.79 -0.19  0.264
H -1.78 -0.44 0.89  0.268
H 0.30 0.01 2.36  0.393
H 0.93 1.99 2.10  0.322
H 1.64 -1.42 1.14  0.178
H 2.31 -0.04 0.00  0.273

The HOMO-LUMO gap is 0.3148 Ha. Its energy relative to the best compared isomer or geometry (same formula, charge and spin) is 676.4 kJ/mol. The SMILES is C=NN1CC(O)C1. The maximum force comes out at 0.173 Eh/bohr.

=====

These records have E values of -305.58925; -4065.57210; -2656.01257; -265.46727; -486.26058; -2033.05325; -2033.46887; -382.90614; -1314.09015; -341.74601 Ha, in the order they appear.